1.
ORCA calculation (ωB97M-V/def2-TZVPD) on the ion C7H12N7O with charge +1 at a distorted geometry.

```
27
Properties=species:S:1:pos:R:3:forces:R:3
C -2.65090 -2.29926 0.99576 1.8 -1.2 1.2
C -0.10837 -1.47121 0.44862 -1.0 -0.5 0.2
C -1.23797 -0.75818 0.14079 0.3 1.0 0.1
C -0.34564 -2.74272 1.01658 -0.5 -0.7 0.3
C 1.67530 -0.16876 -0.60430 1.3 -1.3 -0.3
C -0.13014 1.66166 -0.67656 0.5 -2.4 2.4
C -2.29897 2.45750 -1.09137 -0.8 4.5 -0.2
N -2.45935 -1.14058 0.43072 -0.1 1.4 -1.2
N -1.59826 -3.09896 1.29531 -0.9 -0.4 0.1
N 1.23693 -1.08521 0.28121 -1.5 2.2 -1.1
N 0.95981 0.83711 -1.16609 -2.8 1.5 0.0
N 0.63241 -3.68271 1.33624 -2.6 2.7 -0.3
N 2.92936 -0.33492 -1.13850 -1.4 1.8 -0.7
N 0.01514 2.10644 0.62352 -2.0 1.0 -2.5
O -1.05285 2.06888 -1.53758 3.7 -1.1 0.0
H -3.65949 -2.58010 1.34806 0.7 0.0 -0.4
H -2.40155 3.61114 -1.38874 -0.1 -2.5 0.7
H -2.44792 2.36228 -0.04907 0.2 -0.2 1.2
H -3.02071 1.88846 -1.57622 -1.2 -0.9 -1.0
H 1.79961 -1.69876 0.78903 1.9 -0.4 0.5
H 0.87625 0.83976 -2.16627 0.6 -0.2 -0.8
H 1.55937 -3.63267 1.13326 2.7 0.3 -0.8
H 0.31997 -4.53564 1.64573 -1.0 -2.1 0.9
H 3.46570 -1.12880 -0.93024 0.5 -1.2 0.1
H 3.10597 0.13457 -2.04016 0.2 -0.2 1.0
H -0.19078 3.00274 0.99415 -1.0 1.1 -0.6
H 0.68143 1.76265 1.20090 2.6 -2.1 1.5
```
Forces are in eV/Å.

Charge: +1
Energy relative to the best compared isomer or geometry (same formula, charge and spin) (eV): 4.261
Frontier orbital gap (alpha / beta) (eV): 7.521 / 5.738
E (Eh): -732.0919

natural (NBO) population analysis, charges in e, atoms 1 to 2:
1 C 0.283
2 C -0.104



2.
ORCA calculation (ωB97M-V/def2-TZVPD) on the ion C7H12NO2 with charge +1 at a distorted geometry.

```
22
Properties=species:S:1:pos:R:3:forces:R:3
C 0.71397 0.49168 0.27384 -1.4 -1.6 2.9
C 1.86218 0.99273 -0.14534 0.4 -0.5 -0.2
C -2.68154 -0.72793 -0.31431 -5.4 -0.3 -1.6
C -0.60162 0.51322 -0.26415 0.1 -0.3 -0.8
C 3.10010 0.63474 0.53388 0.3 3.0 0.4
C -0.95918 1.54694 -1.30489 -1.2 2.7 3.7
C -0.63732 -1.83085 0.47142 -1.2 -0.7 0.0
N -1.38325 -0.57836 0.03654 3.5 0.9 -0.5
O -3.33964 -1.75008 -0.13081 1.9 2.1 -0.1
O -0.30288 -1.75968 1.78614 2.0 0.6 0.5
H 0.85566 -0.10660 1.23014 -0.7 0.6 -1.4
H 1.98395 1.46782 -1.05578 -0.1 1.4 -1.7
H -3.23132 0.18719 -0.83909 1.4 -1.6 1.2
H 3.84338 0.45899 -0.25837 0.2 -0.1 0.9
H 3.32757 1.61738 1.16089 0.2 -1.9 -1.2
H 2.85828 -0.15115 1.20214 0.6 -0.9 0.7
H -0.72831 1.21102 -2.20562 1.3 -2.1 -4.2
H -1.99328 1.81437 -1.40409 -0.8 -0.4 0.4
H -0.51217 2.57523 -1.27769 0.3 -1.2 0.8
H 0.17476 -2.06376 -0.23887 0.1 0.8 0.7
H -1.29917 -2.66639 0.38619 -0.9 -0.1 -0.7
H -1.05016 -1.87651 2.35783 -0.7 -0.3 0.3
```
Forces are in eV/Å.

Charge: +1
Energy relative to the best compared isomer or geometry (same formula, charge and spin) (eV): 3.072
Frontier orbital gap (eV): 8.636
E (Eh): -478.8195

natural (NBO) population analysis, charges in e, atoms 1 to 2:
1 C -0.409
2 C 0.095



3.
ORCA calculation (ωB97M-V/def2-TZVPD) on the ion C7H12NO2 with charge +1 at a distorted geometry.

```
22
Properties=species:S:1:pos:R:3:forces:R:3
C 2.08373 -0.48316 0.52192 6.6 -1.2 -0.8
C -0.15633 -0.57847 0.89026 -0.3 0.1 -0.7
C 0.43997 1.31501 -0.88383 -0.3 1.7 0.5
C 2.67572 0.66228 -0.12000 -0.6 1.9 -1.9
C -0.16229 0.90210 0.46464 -1.8 1.6 2.7
C -1.64320 1.30917 0.62336 0.2 2.3 -4.2
C 0.75089 -2.31833 -0.61771 2.3 1.0 -0.3
N 1.03135 -1.18797 0.27400 -6.3 -2.2 0.3
O 2.28093 0.49786 1.35557 0.9 1.3 1.2
O 1.88313 1.47992 -0.86104 0.5 -1.1 0.3
H -0.38911 -0.62462 2.00040 1.5 -0.2 -0.9
H -0.91408 -1.18175 0.47912 -1.6 -0.1 -0.7
H -0.02389 0.57345 -1.57065 1.1 0.5 -0.5
H 0.27862 2.41049 -1.21022 -1.1 -2.0 0.6
H 3.74065 0.88009 -0.44135 -1.2 -0.8 1.2
H 0.26675 1.36198 1.34848 0.9 0.5 -0.5
H -2.03267 0.96155 -0.37733 -0.6 0.5 1.0
H -1.86962 2.44278 0.69380 0.8 -1.8 -0.3
H -2.21503 0.87512 1.36866 -0.6 -1.3 1.6
H 1.06258 -3.14997 -0.10188 0.4 -2.4 1.8
H 1.44229 -2.43650 -1.43849 0.3 0.9 -0.6
H -0.23658 -2.48152 -0.95778 -1.1 0.7 0.1
```
Forces are in eV/Å.

Charge: +1
Energy relative to the best compared isomer or geometry (same formula, charge and spin) (eV): 4.203
Frontier orbital gap (alpha / beta) (eV): 9.272 / 6.643
2S+1: 3
E (Eh): -478.6218

natural (NBO) population analysis, charges in e, atoms 1 to 2:
1 C 0.292
2 C -0.248



4.
ORCA calculation (ωB97M-V/def2-TZVPD) on a structure of composition C7H12NO3S at a distorted geometry.

```
24
Properties=species:S:1:pos:R:3:forces:R:3
C 1.47048 0.11232 1.89800 0.7 -0.2 0.4
C 1.76549 -2.13679 -0.16656 -0.7 -0.7 -1.7
C 0.45752 -1.92647 0.60766 -1.8 -1.7 2.9
C 1.85044 -0.61717 -0.47041 -1.9 -2.0 1.6
C 0.81694 -0.46161 0.64388 -2.3 3.1 -0.7
C -1.48795 0.38477 1.09342 -3.1 1.6 1.2
C -1.36605 2.87460 -0.26569 -0.1 0.0 2.2
N -0.37134 0.65684 0.29201 2.3 -3.7 0.1
O 1.79024 1.33831 1.74954 0.5 -1.3 0.5
O 1.67301 -0.63500 2.86381 -0.1 0.2 0.1
O 1.01835 2.26790 -0.86352 1.8 0.2 -0.9
S 0.29222 2.18101 0.39813 -2.7 2.2 -0.7
H 2.49284 -2.48051 0.52218 1.0 -0.3 0.4
H 1.69582 -2.81525 -1.05589 0.2 0.5 0.7
H -0.54690 -2.26885 0.22144 1.2 0.8 -0.6
H 0.36771 -2.43811 1.69568 0.8 1.3 -2.2
H 2.67459 -0.05234 -0.28841 2.8 1.2 0.6
H 1.50044 -0.32292 -1.39728 -1.1 0.3 -1.9
H -1.45700 0.70840 2.15389 0.4 -0.5 -0.1
H -2.46549 0.84792 0.76324 1.2 0.6 -0.2
H -1.91131 -0.57958 0.98367 0.7 -1.8 0.3
H -1.07776 3.71006 -0.86686 0.1 0.6 -0.3
H -2.01398 3.18798 0.62074 0.6 -0.3 -1.3
H -1.79160 2.07086 -0.84012 -0.4 0.0 -0.4
```
Forces are in eV/Å.

Charge: -1
Energy relative to the best compared isomer or geometry (same formula, charge and spin) (eV): 0.613
Frontier orbital gap (eV): 7.411
E (Eh): -952.5275

natural (NBO) population analysis, charges in e, atoms 1 to 2:
1 C 0.736
2 C -0.407



- Which of these has the lowest charge?
  C7H12NO3S